(1)
{
  "formula": "C17H29N5O7",
  "method": "wB97M-V/def2-TZVPD",
  "e_homo_ev": -8.46,
  "multiplicity": 1,
  "relative_energy_kcal_mol": 6.38,
  "homo_lumo_gap_ev": 8.99,
  "elements": ["C", "O", "C", "C", "O", "C", "C", "O", "N", "C", "C", "O", "C", "C", "C", "N", "C", "O", "C", "C", "C", "N", "C", "O", "N", "N", "C", "O", "C", "H", "H", "H", "H", "H", "H", "H", "H", "H", "H", "H", "H", "H", "H", "H", "H", "H", "H", "H", "H", "H", "H", "H", "H", "H", "H", "H", "H", "H"],
  "coordinates": [[3.522743, -0.900572, -3.156096], [2.290903, -0.207859, -3.096409], [2.456586, 1.189413, -2.923999], [1.106816, 1.844106, -2.815822], [0.516282, 1.431327, -1.596620], [-0.772135, 1.973522, -1.375229], [-1.029496, 2.134363, 0.110991], [-2.165449, 2.186308, 0.544549], [0.080221, 2.214955, 0.887675], [-0.006884, 2.020937, 2.317063], [0.947849, 0.924217, 2.790659], [2.304210, 1.274920, 2.561740], [2.785600, 2.384075, 3.295058], [0.611963, 0.521513, 4.233161], [-0.574533, -0.441090, 4.080567], [-0.462453, -0.922659, 2.703375], [-1.487723, -1.594351, 2.119757], [-2.468593, -1.932900, 2.761010], [-1.329353, -1.892653, 0.641095], [-2.462714, -2.742005, 0.093308], [-2.205319, -3.170271, -1.345187], [-2.085890, -2.045700, -2.264123], [-0.960699, -1.396484, -2.696987], [0.234216, -1.791318, -2.267595], [-1.240463, -0.425598, -3.505428], [-2.638832, -0.397076, -3.625649], [-3.082157, -1.355171, -2.887176], [-4.357905, -1.719009, -2.695090], [0.708860, -0.383880, 2.041662], [3.297096, -1.956746, -3.283582], [4.120271, -0.554598, -4.004840], [4.095775, -0.760134, -2.234053], [3.043225, 1.381771, -2.016757], [2.997678, 1.604071, -3.782605], [1.233993, 2.934096, -2.826158], [0.474353, 1.544012, -3.656782], [-0.861511, 2.965082, -1.835656], [-1.552663, 1.340571, -1.798605], [0.961892, 2.034962, 0.430996], [0.199059, 2.946195, 2.861130], [-1.037422, 1.745132, 2.543898], [3.858870, 2.427070, 3.124110], [2.341588, 3.325907, 2.960057], [2.605597, 2.268830, 4.367690], [1.479142, 0.010894, 4.656771], [0.365272, 1.369136, 4.872809], [-0.537101, -1.266125, 4.792520], [-1.538236, 0.053516, 4.213152], [-1.278926, -0.939920, 0.103172], [-0.365883, -2.382188, 0.470684], [-2.583202, -3.637148, 0.705702], [-3.404882, -2.196053, 0.158368], [-1.276122, -3.735903, -1.420912], [-3.015775, -3.801347, -1.707918], [0.907887, -1.136648, -2.566059], [-4.904171, -1.108599, -3.207341], [0.549888, -0.234483, 0.976536], [1.588656, -1.022411, 2.173414]],
  "forces_ev_per_angstrom": [[0.0, 0.0, 0.0], [0.0, 0.0, 0.0], [0.0, 0.0, 0.0], [-0.1, -0.1, -0.1], [0.1, 0.1, 0.1], [0.1, 0.1, 0.0], [-0.1, -0.1, 0.0], [0.0, 0.0, 0.0], [0.0, 0.0, 0.0], [0.0, 0.0, 0.0], [0.0, 0.0, 0.0], [0.0, 0.0, 0.0], [0.0, 0.0, 0.0], [0.0, 0.0, 0.0], [0.0, 0.0, 0.0], [0.0, 0.0, 0.0], [0.0, 0.0, 0.0], [0.0, 0.0, 0.0], [0.0, 0.0, 0.0], [0.0, 0.0, 0.0], [0.0, 0.0, 0.0], [0.0, 0.0, 0.0], [0.0, 0.0, 0.0], [0.0, 0.0, 0.0], [0.0, 0.0, 0.0], [0.0, 0.0, 0.0], [0.0, 0.0, 0.0], [0.0, 0.0, 0.0], [0.0, 0.0, 0.0], [0.0, 0.0, 0.0], [0.0, 0.0, 0.0], [0.0, 0.0, 0.0], [0.0, 0.0, 0.0], [0.0, 0.0, 0.0], [0.0, 0.0, 0.0], [0.0, 0.0, 0.0], [0.0, 0.0, 0.0], [0.0, 0.0, 0.0], [0.0, 0.0, 0.0], [0.0, 0.0, 0.0], [0.0, 0.0, 0.0], [0.0, 0.0, 0.0], [0.0, 0.0, 0.0], [0.0, 0.0, 0.0], [0.0, 0.0, 0.0], [0.0, 0.0, 0.0], [0.0, 0.0, 0.0], [0.0, 0.0, 0.0], [0.0, 0.0, 0.0], [0.0, 0.0, 0.0], [0.0, 0.0, 0.0], [0.0, 0.0, 0.0], [0.0, 0.0, 0.0], [0.0, 0.0, 0.0], [0.0, 0.0, 0.0], [0.0, 0.0, 0.0], [0.0, 0.0, 0.0], [0.0, 0.0, 0.0]]
}

=====

(2)
{
  "formula": "C17H29N5Zr",
  "method": "wB97M-V/def2-TZVPD",
  "charge": 4,
  "e_homo_ev": -21.28,
  "multiplicity": 1,
  "relative_energy_kcal_mol": 1.21,
  "homo_lumo_gap_ev": 6.41,
  "elements": ["Zr", "C", "C", "N", "C", "C", "N", "C", "C", "C", "N", "C", "C", "N", "C", "H", "H", "H", "H", "H", "H", "H", "H", "H", "H", "H", "H", "H", "H", "H", "H", "H", "H", "H", "H", "H", "H", "H", "H", "N", "C", "C", "C", "C", "C", "C", "C", "H", "H", "H", "H", "H"],
  "coordinates": [[0.309996, -0.359680, -0.461676], [1.574140, -2.893295, -0.558036], [2.582196, -2.162053, 0.355747], [2.168354, -0.762770, 0.765056], [3.187677, 0.313667, 0.444116], [3.057024, 0.734496, -1.010013], [1.676809, 1.277134, -1.293178], [1.402756, 1.400955, -2.769075], [0.755692, 0.112887, -3.301296], [-0.774721, 0.011049, -3.331657], [-1.413134, -0.054887, -1.960179], [-2.390874, -1.203519, -1.823559], [-1.627783, -2.479761, -1.522458], [-0.847183, -2.298839, -0.245319], [0.204925, -3.355977, -0.017894], [2.105481, -3.784279, -0.905464], [1.429784, -2.359190, -1.523896], [3.523503, -2.084560, -0.188580], [2.775143, -2.757533, 1.247397], [2.042930, -0.755029, 1.776918], [4.193044, -0.067605, 0.629895], [3.022093, 1.152451, 1.121423], [3.216570, -0.125107, -1.671228], [3.816352, 1.472648, -1.274495], [1.614618, 2.201285, -0.864411], [2.341755, 1.592425, -3.288792], [0.761365, 2.265144, -2.943369], [1.205453, -0.769231, -2.782170], [1.091881, -0.052963, -4.328150], [-1.047259, -0.893072, -3.875670], [-1.189213, 0.850202, -3.890405], [-1.953136, 0.801409, -1.836357], [-2.967755, -1.312672, -2.743114], [-3.091651, -0.964883, -1.021880], [-0.911427, -2.706386, -2.318949], [-2.298135, -3.336815, -1.441866], [-1.519749, -2.322337, 0.522723], [-0.099224, -4.261780, -0.542725], [0.252735, -3.602767, 1.042658], [-0.590601, 0.721846, 1.011239], [-1.110576, 1.324578, 1.901871], [-1.708142, 2.021073, 2.899574], [-2.563759, 3.124913, 2.569488], [-3.146062, 3.826004, 3.588121], [-2.899694, 3.459959, 4.920224], [-2.066488, 2.379679, 5.255207], [-1.466187, 1.654277, 4.265377], [-2.738517, 3.393094, 1.536254], [-3.796172, 4.662542, 3.368585], [-3.365429, 4.030341, 5.716090], [-1.904868, 2.126437, 6.294456], [-0.824539, 0.816493, 4.503439]],
  "forces_ev_per_angstrom": [[-0.5, 0.5, 0.6], [0.0, -0.1, 0.1], [0.0, 0.0, -0.1], [0.0, 0.0, 0.0], [0.0, -0.1, -0.1], [0.0, -0.1, 0.0], [-0.1, -0.2, 0.0], [0.0, 0.0, -0.1], [0.0, 0.0, 0.0], [0.1, 0.0, -0.1], [0.1, 0.0, -0.1], [0.1, -0.1, 0.0], [0.1, 0.0, -0.1], [0.1, 0.1, 0.0], [0.0, 0.0, -0.1], [0.0, 0.0, 0.0], [0.0, 0.0, -0.1], [0.0, 0.0, 0.0], [0.0, 0.0, 0.0], [0.0, 0.0, 0.0], [0.0, 0.0, 0.0], [0.0, 0.0, 0.0], [0.0, 0.0, 0.0], [0.0, 0.0, 0.0], [0.0, 0.0, 0.0], [0.0, 0.0, 0.0], [0.0, 0.0, 0.0], [0.0, 0.0, -0.1], [0.0, 0.0, 0.0], [0.0, 0.0, 0.0], [0.0, 0.0, 0.0], [0.0, 0.0, 0.1], [0.0, 0.0, 0.0], [0.0, 0.0, 0.0], [0.0, 0.0, 0.0], [0.0, 0.0, 0.0], [0.0, 0.0, 0.0], [0.0, 0.0, 0.0], [0.0, 0.1, 0.0], [0.0, -0.1, 0.1], [0.0, 0.0, -0.1], [0.0, 0.0, 0.0], [0.0, 0.0, 0.0], [0.0, 0.0, 0.0], [0.0, 0.0, 0.0], [0.0, 0.0, 0.0], [0.0, 0.0, 0.0], [0.0, 0.0, 0.0], [0.0, 0.0, 0.0], [0.0, 0.0, 0.0], [0.0, 0.0, 0.0], [0.0, 0.0, 0.0]]
}

=====

(3)
{
  "formula": "C17H30F17N2NbO3PS",
  "method": "wB97M-V/def2-TZVPD",
  "charge": -1,
  "e_homo_ev": -4.82,
  "multiplicity": 1,
  "homo_lumo_gap_ev": 6.60,
  "elements": ["C", "C", "C", "N", "Nb", "S", "C", "O", "C", "P", "N", "C", "C", "F", "H", "H", "H", "H", "H", "H", "H", "H", "H", "H", "H", "H", "H", "H", "H", "H", "H", "H", "H", "H", "H", "H", "C", "C", "C", "F", "F", "F", "F", "O", "C", "C", "F", "F", "F", "F", "H", "H", "H", "H", "C", "C", "C", "F", "F", "F", "F", "O", "C", "C", "F", "F", "F", "F", "H", "H", "H", "H"],
  "coordinates": [[-3.491640, -1.143202, 5.282506], [-1.920459, -0.960706, 5.012786], [-1.768400, -0.696800, 3.485613], [-0.466867, -0.509714, 2.840075], [1.363658, -0.663795, 3.827565], [0.914546, 1.368641, 5.287818], [3.399111, -0.745333, 4.890137], [3.275232, -0.376310, 6.301567], [2.878586, -1.494944, 7.093029], [2.546490, 0.883050, 2.080764], [2.022605, 0.604493, 0.568390], [2.080145, -2.508923, 2.639658], [1.182532, -2.865069, 1.402425], [3.444232, -2.375970, 2.238013], [-3.572057, -1.687294, 6.254238], [-4.010971, -0.160912, 5.404584], [-3.954425, -1.777032, 4.483443], [-1.610660, -0.147671, 5.700546], [-1.489483, -1.959146, 5.283704], [-2.411997, 0.204297, 3.248507], [-2.304919, -1.546745, 2.960797], [-0.490139, 0.403504, 2.371315], [0.799486, -1.832594, 5.130437], [0.284719, 2.280644, 4.463478], [3.941298, -1.716572, 4.742392], [4.059609, 0.060249, 4.452790], [2.844452, -2.418205, 6.460040], [1.848004, -1.366564, 7.522491], [3.656037, -1.640993, 7.888830], [2.288992, 2.263661, 2.386408], [3.954304, 0.601148, 2.161252], [1.309936, -0.125449, 0.687182], [2.019885, -3.388897, 3.338949], [0.086002, -2.806182, 1.605341], [1.455732, -2.318194, 0.464253], [1.393534, -3.950913, 1.163245], [-1.539336, 3.799708, -0.203602], [-1.484123, 2.357986, -0.767109], [-0.134855, 1.838456, -1.278373], [0.402718, 2.587891, -2.262557], [-0.285551, 0.589634, -1.800934], [-2.454679, 2.233101, -1.706546], [-1.849009, 1.534646, 0.258531], [-1.972201, 4.889753, -1.052519], [-1.082190, 5.508071, -1.943650], [-1.415662, 5.233313, -3.419871], [-1.541770, 3.926187, -3.691858], [-0.434635, 5.714162, -4.219972], [0.176935, 5.197314, -1.611889], [-1.201607, 6.836767, -1.731532], [-2.312797, 3.772274, 0.566989], [-0.622926, 4.057246, 0.329118], [0.596100, 1.769516, -0.461694], [-2.354066, 5.717237, -3.693506], [0.450965, -1.716493, -7.469953], [0.449684, -3.156896, -6.895705], [-0.900610, -3.868830, -6.725627], [-1.771944, -3.226477, -5.940384], [-0.707060, -5.085996, -6.155116], [1.150148, -3.157305, -5.744322], [1.171366, -3.915808, -7.773862], [0.500948, -0.582532, -6.579658], [-0.666310, -0.095068, -5.964311], [-0.692335, -0.323948, -4.444373], [-0.463015, -1.606509, -4.112931], [-1.901310, 0.007008, -3.940425], [-1.743943, -0.584986, -6.603885], [-0.679965, 1.233035, -6.188183], [1.391941, -1.634105, -8.018014], [-0.325503, -1.585775, -8.225677], [-1.376460, -4.032074, -7.697153], [0.065949, 0.283934, -3.954016]],
  "forces_ev_per_angstrom": [[0.9, -0.2, 0.3], [-1.9, -0.9, -0.1], [-1.5, 0.2, -0.6], [0.9, 1.0, 1.6], [-2.1, -0.5, -0.2], [0.3, 0.5, -0.6], [0.2, 1.0, -0.3], [0.0, -1.1, -0.1], [0.2, -0.3, -0.1], [0.2, -0.6, -0.6], [-0.6, -0.1, 0.4], [-0.8, 0.4, 0.1], [0.8, -1.3, -0.3], [-0.5, -0.4, -0.1], [-0.2, 0.4, -0.7], [0.3, -0.8, -0.4], [0.2, 0.7, 0.7], [0.4, -0.6, -0.7], [0.1, 1.1, -0.1], [0.6, -0.8, 0.3], [0.5, 0.7, 0.6], [0.1, -0.5, -0.3], [0.6, -0.1, -0.1], [0.2, -0.9, 0.4], [-0.3, 0.6, 0.3], [-0.5, -0.8, 0.4], [0.0, 0.6, 0.6], [0.9, 0.0, -0.2], [-0.8, 0.1, -0.4], [0.9, -0.3, 0.1], [-0.3, 0.9, 0.1], [0.3, 0.1, -0.4], [0.3, 0.7, -0.5], [1.0, 0.3, 0.0], [-0.3, -0.1, 1.0], [-0.2, 0.9, 0.0], [-0.1, 0.5, 0.5], [-0.5, 0.5, -0.7], [0.6, -0.5, 0.6], [-0.3, 0.5, -0.3], [-0.3, 0.1, 0.3], [0.1, 0.0, -0.1], [0.3, 0.1, 0.1], [0.6, -0.5, -0.9], [-0.3, -0.6, 1.8], [-0.3, 0.0, -0.5], [0.1, -0.2, 0.3], [0.1, 0.2, 0.2], [0.2, -0.1, -0.5], [-0.2, 0.1, -0.4], [0.0, -0.1, -0.2], [0.2, -0.1, -0.3], [0.0, -0.1, 0.1], [0.0, 0.2, 0.2], [0.1, 0.7, -0.3], [0.5, 0.9, 0.7], [-0.3, -0.8, -0.2], [0.1, 0.6, 0.2], [0.3, 0.0, -0.1], [-0.2, -0.1, 0.1], [-0.3, -0.1, -0.3], [-0.7, -0.8, 0.6], [0.7, -0.3, -1.3], [0.2, 0.2, 0.7], [0.0, -0.3, -0.4], [-0.1, 0.1, -0.5], [-0.3, -0.2, 0.3], [0.1, 0.1, 0.3], [0.0, -0.1, 0.2], [-0.2, -0.1, 0.2], [0.2, 0.1, -0.1], [0.1, 0.2, -0.2]]
}

=====

(4)
{
  "formula": "C17H30I2N2O6P2",
  "method": "wB97M-V/def2-TZVPD",
  "e_homo_ev": -6.64,
  "multiplicity": 1,
  "homo_lumo_gap_ev": 4.81,
  "elements": ["C", "O", "C", "C", "C", "C", "C", "C", "C", "C", "P", "C", "C", "C", "C", "N", "C", "C", "I", "C", "C", "I", "P", "O", "O", "H", "H", "H", "H", "H", "H", "H", "H", "H", "H", "H", "H", "H", "H", "H", "H", "H", "H", "H", "H", "H", "H", "H", "H", "H", "H", "H", "H", "H", "H", "N", "O", "O", "O"],
  "coordinates": [[4.819924, -2.374826, 1.326569], [6.006875, -2.215552, 0.523177], [5.957833, -1.018549, -0.275393], [6.056177, 0.341434, 0.584026], [5.198921, 1.511663, -0.106166], [3.595962, 1.279771, 0.041926], [2.795705, 1.457635, -1.336901], [1.752132, 2.667288, -1.352576], [0.386812, 2.364209, -0.554628], [-0.609534, 1.384959, -1.338418], [-1.610218, 0.239300, -0.198174], [-2.200424, -1.231339, -1.228050], [-2.093713, -1.196635, -2.758264], [-2.589366, -2.507107, -3.363070], [-3.097908, -3.610093, -2.462400], [-3.256823, -3.672011, -1.057220], [-2.784131, -2.445824, -0.541920], [-3.019115, 1.279686, 0.497954], [-4.912277, 0.933065, -0.576613], [-3.258683, 1.134343, 2.083375], [-4.602054, 0.350023, 2.501198], [-3.496397, 3.173870, 2.913499], [-0.214762, -0.552054, 1.292387], [0.913839, -1.484630, 0.369323], [-1.050197, -1.662350, 2.318031], [4.766950, -1.626698, 2.196385], [4.835027, -3.415125, 1.812905], [3.851356, -2.251681, 0.721081], [5.027209, -0.932865, -0.932015], [6.863454, -1.061464, -0.979417], [7.163244, 0.660207, 0.536916], [5.821160, 0.180476, 1.684077], [5.467119, 2.515043, 0.356856], [5.526899, 1.542769, -1.210738], [3.209960, 1.918898, 0.903522], [3.487217, 0.187756, 0.377346], [3.584467, 1.702071, -2.142396], [2.359504, 0.445134, -1.639660], [1.502535, 2.925482, -2.442745], [2.252482, 3.557467, -0.840949], [-0.124967, 3.388572, -0.420094], [0.678713, 2.024339, 0.491118], [-0.036080, 0.735646, -2.076653], [-1.318021, 2.058155, -1.947534], [-1.706744, -0.352968, -3.404648], [-2.574904, -2.654162, -4.491415], [-3.416443, -4.575277, -3.000422], [-2.858815, -2.366832, 0.604099], [-2.759766, 2.383017, 0.297544], [-2.390934, 0.685055, 2.662374], [-5.534965, 1.009313, 2.398601], [-4.517350, 0.129757, 3.630232], [-4.711965, -0.667242, 1.996990], [0.665687, -1.343934, -0.576555], [-1.223093, -1.210384, 3.172181], [-8.149230, 0.064328, 1.241375], [-8.798971, 0.628830, 0.340794], [-7.724909, -1.097803, 1.071173], [-7.904403, 0.667842, 2.307995]],
  "forces_ev_per_angstrom": [[-0.6, -0.2, 0.8], [-1.3, 0.8, -0.1], [0.5, 1.0, -0.1], [0.9, 0.4, -0.7], [-0.1, -0.3, 0.3], [0.8, -0.9, -0.1], [0.8, 0.5, -0.2], [-0.3, -0.8, 0.0], [0.5, 1.2, 0.1], [0.5, 0.5, -0.2], [-1.8, -0.7, -2.7], [-0.6, -1.4, -2.4], [-1.8, -4.1, 2.0], [0.4, 1.3, 2.7], [0.0, 0.1, -0.7], [2.4, 4.8, -3.3], [0.2, 0.6, 0.5], [-0.1, 1.0, 1.0], [0.9, 0.2, 0.2], [-1.1, -0.7, 0.3], [0.4, 0.1, 1.2], [0.3, -0.8, -0.4], [2.2, -1.1, 2.6], [-2.8, 1.5, 0.1], [0.6, 1.3, -1.9], [0.2, -0.9, -1.2], [0.1, 1.5, -1.0], [1.4, -0.2, 0.6], [0.9, -0.5, 0.8], [-1.4, -0.1, 1.1], [-1.7, -0.4, 0.3], [0.0, 0.2, -1.5], [-0.2, -1.2, -0.6], [-0.7, 0.0, 1.6], [0.3, -0.7, -1.3], [0.0, 1.5, -0.4], [-1.3, -0.4, 1.1], [0.2, 1.4, 0.3], [0.3, -0.2, 1.6], [-0.7, -1.1, -0.8], [0.6, -1.7, -0.1], [-0.5, 0.2, -1.3], [-0.7, 0.7, 1.0], [0.7, -1.4, 0.9], [-0.6, -1.1, 1.1], [-0.1, 0.1, 1.8], [0.5, 1.7, 0.9], [0.1, -0.2, -1.9], [-0.1, -1.8, 0.1], [-0.9, 0.7, -1.0], [1.2, -1.3, -0.2], [-0.1, 0.4, -1.6], [0.0, 1.5, 0.4], [0.4, -0.7, 0.7], [0.3, -0.3, -0.6], [0.0, 0.1, -0.2], [0.1, 0.0, -0.1], [0.2, -0.1, 0.0], [0.2, 0.1, 0.2]]
}

=====

Which max |F| belongs to each record? In order, 0.0038; 0.0175; 0.0414; 0.1214 hartree/bohr.